21
Properties=species:S:1:pos:R:3:nbo_charge:R:1 method="wB97M-V/def2-TZVPD" energy_ev=-81572.1537 de_lowest_kcal_mol=12.1 gap_ha=0.359
C 0.8910 -0.4389 1.2531 0.586
C 0.7169 1.0016 1.6083 -0.568
C 0.0978 -0.3475 -0.1349 0.137
C -0.5657 0.9837 0.5776 -0.007
C 0.9320 -0.0800 -1.3422 -0.670
C -0.8909 2.2271 -0.3040 -0.651
C -0.6262 -2.6202 -0.4822 -0.242
O 1.5758 -1.3494 1.6045 -0.499
O -0.9968 -1.2783 -0.3029 -0.545
Br -2.0838 0.3342 1.6400 0.031
H 0.3513 1.3158 2.6420 0.260
H 1.5461 1.7077 1.3278 0.250
H 1.6824 0.6669 -1.3218 0.232
H 0.2480 0.1842 -2.2591 0.235
H 1.5499 -1.0840 -1.4729 0.237
H -0.3126 3.0333 0.0457 0.215
H -1.9960 2.5111 -0.4211 0.242
H -0.4878 2.0099 -1.2490 0.214
H -1.1592 -3.1345 0.2491 0.184
H 0.4449 -2.6262 -0.2468 0.184
H -0.9173 -3.0164 -1.4110 0.175